{
  "formula": "C38H64N8O6",
  "method": "ωB97M-V with the def2-TZVPD basis set",
  "smiles": "c1cc[nH]c1.c1cc[nH]c1.c1cc[nH]c1.c1cc[nH]c1.c1cc[nH]c1.CNC(C)=O.CNC(C)=O.CNC(C)=O.CC(C)=O.CC(C)=O.CC(C)=O",
  "de_lowest_kcal_mol": 0.0,
  "e_tot_ev": -64649.0193,
  "lumo_ev": 0.19,
  "symbols": ["C", "C", "C", "N", "C", "H", "H", "H", "H", "H", "C", "C", "C", "N", "C", "H", "H", "H", "H", "H", "C", "C", "C", "N", "C", "H", "H", "H", "H", "H", "C", "C", "C", "N", "C", "H", "H", "H", "H", "H", "C", "C", "C", "N", "C", "H", "H", "H", "H", "H", "C", "N", "C", "C", "O", "H", "H", "H", "H", "H", "H", "H", "C", "N", "C", "C", "O", "H", "H", "H", "H", "H", "H", "H", "C", "N", "C", "C", "O", "H", "H", "H", "H", "H", "H", "H", "C", "C", "C", "O", "H", "H", "H", "H", "H", "H", "C", "C", "C", "O", "H", "H", "H", "H", "H", "H", "C", "C", "C", "O", "H", "H", "H", "H", "H", "H"],
  "coordinates": [[-1.43, -19.46, 3.56], [-0.89, -20.64, 2.99], [-1.79, -21.64, 3.28], [-2.74, -21.16, 4.14], [-2.52, -19.83, 4.33], [-1.03, -18.46, 3.55], [-0.06, -20.67, 2.31], [-1.89, -22.62, 2.84], [-3.48, -21.67, 4.58], [-3.16, -19.18, 4.91], [-5.02, -18.76, 8.08], [-4.13, -17.93, 7.33], [-4.90, -17.01, 6.68], [-6.21, -17.21, 7.01], [-6.30, -18.30, 7.84], [-4.72, -19.62, 8.64], [-3.09, -18.10, 7.15], [-4.58, -16.29, 5.94], [-6.94, -16.53, 6.86], [-7.26, -18.69, 8.10], [2.44, -18.82, 5.02], [3.50, -18.85, 5.96], [4.09, -20.10, 5.92], [3.42, -20.84, 4.98], [2.45, -20.07, 4.45], [1.78, -18.06, 4.65], [3.73, -18.03, 6.62], [4.92, -20.56, 6.44], [3.66, -21.75, 4.64], [1.91, -20.36, 3.56], [-0.42, -17.80, 10.68], [-1.65, -17.59, 10.02], [-1.62, -16.34, 9.46], [-0.39, -15.82, 9.71], [0.34, -16.67, 10.51], [-0.24, -18.67, 11.29], [-2.50, -18.25, 10.05], [-2.35, -15.79, 8.88], [-0.11, -14.89, 9.47], [1.23, -16.37, 11.04], [3.58, -10.24, 5.51], [2.86, -9.74, 6.62], [3.53, -10.06, 7.79], [4.56, -10.90, 7.40], [4.57, -11.03, 6.05], [3.20, -10.34, 4.51], [2.02, -9.06, 6.65], [3.29, -9.66, 8.76], [5.25, -11.27, 8.02], [5.28, -11.69, 5.57], [2.44, -13.95, 5.18], [1.55, -15.09, 5.18], [0.78, -15.32, 6.26], [-0.16, -16.49, 6.20], [0.83, -14.64, 7.27], [1.79, -13.13, 5.51], [2.74, -13.65, 4.17], [3.29, -13.91, 5.87], [1.39, -15.64, 4.35], [-0.11, -17.09, 5.29], [-1.21, -16.18, 6.25], [-0.07, -17.12, 7.09], [-0.25, -17.86, 0.48], [0.44, -16.61, 0.69], [0.39, -15.85, 1.81], [0.98, -14.45, 1.62], [-0.14, -16.14, 2.87], [-0.77, -17.92, -0.47], [-0.96, -18.14, 1.27], [0.46, -18.69, 0.65], [0.85, -16.17, -0.11], [0.45, -13.79, 2.29], [1.02, -14.09, 0.59], [2.04, -14.47, 1.91], [5.52, -16.07, 10.41], [4.74, -15.10, 9.71], [3.71, -14.43, 10.27], [3.09, -13.39, 9.35], [3.23, -14.66, 11.36], [6.07, -16.73, 9.72], [4.96, -16.74, 11.05], [6.34, -15.66, 11.00], [5.12, -14.63, 8.89], [2.07, -13.25, 9.68], [3.06, -13.78, 8.33], [3.68, -12.47, 9.32], [-0.83, -11.68, 8.26], [-2.00, -11.67, 9.22], [-2.60, -12.99, 9.68], [-2.47, -10.59, 9.52], [-1.30, -11.66, 7.28], [-0.26, -12.61, 8.33], [-0.20, -10.80, 8.37], [-2.16, -13.23, 10.65], [-2.32, -13.68, 8.89], [-3.68, -12.89, 9.71], [7.36, -14.09, 5.32], [6.27, -14.80, 6.11], [6.03, -16.23, 5.78], [5.67, -14.30, 7.03], [8.27, -14.69, 5.27], [7.72, -13.21, 5.85], [7.08, -13.84, 4.30], [5.14, -16.41, 5.16], [5.80, -16.86, 6.65], [6.86, -16.74, 5.30], [-1.94, -13.57, 4.63], [-3.25, -13.61, 5.36], [-4.47, -13.04, 4.67], [-3.35, -14.10, 6.46], [-1.12, -14.01, 5.19], [-1.78, -12.49, 4.51], [-1.98, -14.00, 3.63], [-4.62, -13.69, 3.80], [-4.46, -11.99, 4.37], [-5.33, -13.20, 5.33]]
}